1.
The following is a quantum chemistry calculation of one molecule with the formula C18H23N3O3S, from OMol25.

Results
- Max |F|: 0.7 eV/Å
- Charge: 0
- Structure (SMILES): CCN1C(=O)/C(=C/c2ccc(N(CC)CC)cc2OC)C(=O)NC1=S
- Electronic energy: -1487.9088 hartree
- Molar mass: 361.467 g/mol
- E_HOMO: -7.856 eV
- E_LUMO: -0.8 eV
- Orbital gap: 7.05 eV

Structure (XYZ):
```
48
Properties=species:S:1:pos:R:3:forces:R:3:lowdin_charge:R:1
S 6.205 2.802 1.739 0.3 0.0 0.2 0.699
O 2.757 2.564 -1.742 0.1 0.0 0.0 0.077
O 2.404 -0.109 2.153 -0.1 0.0 0.0 0.072
O -0.880 0.449 -2.307 -0.2 0.1 0.6 -0.109
N -3.645 -1.881 0.801 0.0 0.0 0.0 -0.106
N 4.071 1.322 1.774 -0.1 -0.2 0.2 0.107
N 4.288 2.669 -0.095 -0.1 0.0 0.1 -0.017
C 3.097 2.185 -0.638 -0.2 0.1 -0.3 -0.361
C 2.859 0.746 1.419 0.1 0.0 0.1 -0.392
C -3.473 -3.679 2.489 -0.1 0.3 0.0 -0.066
C 1.095 0.916 -0.405 0.5 0.3 0.0 0.087
C -2.205 -0.725 -0.755 -0.1 0.0 -0.3 0.059
C 6.079 2.931 -1.760 -0.2 0.0 0.1 -0.073
C -5.594 -1.038 -0.463 0.2 -0.2 0.0 -0.065
C -0.034 0.139 -0.044 -0.3 -0.2 -0.1 -0.124
C 5.043 3.629 -0.889 0.2 0.4 -0.4 -0.232
C -4.001 -2.286 2.145 0.2 -0.3 0.3 -0.219
C -1.476 -1.063 1.502 -0.1 0.0 0.2 -0.006
C -0.308 -0.408 1.223 -0.1 0.0 0.0 0.013
C -4.616 -2.189 -0.226 -0.2 0.2 -0.2 -0.218
C -0.123 -0.369 -3.177 0.2 -0.2 -0.3 -0.066
C 2.300 1.246 0.172 -0.6 -0.2 -0.3 -0.021
C -1.037 -0.058 -1.034 0.1 0.0 0.1 -0.227
C -2.481 -1.240 0.527 0.2 0.1 -0.1 -0.192
C 4.791 2.253 1.094 0.3 0.1 0.3 -0.789
H -2.389 -3.705 2.422 0.1 0.0 0.0 0.070
H 0.431 -0.306 1.999 0.0 0.0 0.0 0.095
H -3.875 -4.419 1.801 0.0 -0.1 -0.1 0.072
H 0.875 -0.573 -2.775 0.0 0.0 0.0 0.096
H -5.065 -0.143 -0.778 0.0 0.1 0.0 0.071
H 6.618 3.669 -2.347 0.1 0.1 -0.1 0.076
H -5.169 -3.077 0.091 0.1 0.0 0.0 0.119
H -1.606 -1.455 2.496 0.0 -0.1 0.1 0.099
H -4.101 -2.444 -1.155 0.0 -0.1 0.1 0.114
H 4.475 0.996 2.646 -0.1 0.1 -0.2 0.139
H 0.972 1.399 -1.373 0.1 -0.1 0.1 0.125
H -3.627 -1.552 2.861 -0.1 0.0 0.0 0.115
H 5.591 2.233 -2.436 0.0 0.0 -0.1 0.076
H -6.139 -0.808 0.450 -0.1 0.0 0.1 0.073
H -0.033 0.185 -4.109 0.0 -0.1 0.0 0.097
H -2.914 -0.813 -1.561 -0.1 0.0 -0.1 0.114
H -0.633 -1.322 -3.362 0.0 0.1 0.0 0.095
H -6.310 -1.311 -1.234 -0.1 0.0 -0.1 0.075
H 6.792 2.390 -1.141 0.1 0.0 0.0 0.054
H 4.323 4.161 -1.513 0.1 -0.1 0.2 0.119
H 5.528 4.324 -0.201 -0.2 -0.1 -0.1 0.079
H -5.092 -2.283 2.217 0.1 0.1 0.0 0.118
H -3.768 -3.950 3.499 0.0 -0.1 0.1 0.075
```
Positions in Å, forces in eV/Å.


2.
The following is a quantum chemistry calculation of one molecule with the formula C21H18Cl2N4O2S at a distorted geometry, from OMol25.

Results
- Max |F|: 4.8 eV/Å
- Charge: 0
- Structure (SMILES): [H]/N=C(/c1ccc(C(=O)Nc2ccc(Cl)cc2C(=O)Nc2ccc(Cl)s2)cc1)N(C)C
- Electronic energy: -2499.1269 hartree
- Molar mass: 461.374 g/mol
- E_HOMO: -8.384 eV
- E_LUMO: -0.5 eV
- Orbital gap: 7.93 eV

Structure (XYZ):
```
48
Properties=species:S:1:pos:R:3:forces:R:3:lowdin_charge:R:1
Cl 0.916 0.605 -6.849 0.2 -0.1 0.2 0.625
Cl 3.793 -6.685 0.587 0.3 -0.5 -0.3 0.688
S 1.386 -0.510 -4.085 0.1 -1.0 -0.2 1.024
O -0.211 -1.791 3.483 -0.2 0.3 -0.4 0.071
O 1.230 -1.196 -1.182 0.4 0.2 -0.6 0.022
N -2.083 4.987 1.147 0.3 -0.9 -0.2 -0.157
N -4.131 3.922 1.548 0.6 -1.1 0.0 0.127
N 1.860 -2.883 -2.604 0.0 0.3 1.7 0.087
N 0.574 -1.778 1.337 -0.2 1.2 -0.9 0.142
C -2.794 6.279 0.961 0.0 -1.5 -0.1 -0.062
C 1.404 -0.695 -5.838 0.1 -1.4 0.6 -1.022
C -1.824 0.537 3.027 -0.3 0.4 0.2 0.011
C 2.259 -5.067 2.047 -0.6 0.9 -0.1 -0.079
C -2.243 2.501 1.635 1.2 -1.0 0.1 -0.185
C -0.615 4.964 1.307 -0.9 -0.7 0.3 -0.053
C 1.662 -2.332 -1.321 -0.8 -0.3 -0.9 -0.358
C 1.560 -3.853 2.221 0.3 -0.8 -0.3 0.024
C 2.611 -4.406 -0.257 -0.2 0.0 0.3 -0.054
C -2.839 3.815 1.425 -2.7 4.0 -0.1 -0.358
C 2.804 -5.300 0.794 -0.2 0.7 -0.2 -0.697
C -0.184 -1.256 2.385 0.8 -1.4 0.7 -0.372
C 1.355 -2.926 1.168 -0.6 -0.3 0.4 -0.131
C 1.645 -1.992 -6.223 -0.4 0.7 2.6 -0.183
C -1.380 1.942 0.687 -0.5 -0.6 0.6 -0.019
C -0.928 0.007 2.095 -0.2 0.6 -0.5 -0.125
C 1.698 -2.247 -3.841 0.0 0.2 -1.7 -0.491
C -0.750 0.724 0.910 0.0 0.6 -0.2 -0.006
C 1.847 -3.221 -0.135 1.1 -1.3 0.4 -0.052
C -2.477 1.776 2.803 0.5 -0.8 0.4 0.007
C 1.814 -2.882 -5.073 0.0 0.8 -0.1 -0.112
H -1.986 -0.020 3.956 0.0 0.3 -0.4 0.122
H -4.561 4.844 1.424 0.7 -0.4 0.1 0.024
H 2.028 -3.950 -5.230 -0.1 0.6 0.4 0.110
H -1.282 2.390 -0.275 0.3 0.5 -0.4 0.114
H -3.166 6.690 1.900 0.0 0.0 0.2 0.086
H -3.657 6.124 0.292 0.4 0.1 0.2 0.083
H -0.245 5.968 1.345 0.2 0.5 0.2 0.070
H -0.084 0.428 0.112 0.0 -0.3 0.0 0.097
H -3.138 2.172 3.575 0.1 -0.1 -0.3 0.118
H -0.095 4.440 0.504 -0.1 0.0 -0.1 0.074
H 1.138 -3.652 3.189 -0.2 0.3 0.1 0.098
H 1.559 -2.327 -7.215 0.1 -0.3 -1.1 0.088
H 2.376 -5.838 2.836 -0.1 0.9 -0.5 0.122
H -2.153 7.011 0.497 0.4 0.0 -0.1 0.075
H 2.018 -3.885 -2.607 0.0 0.4 -0.4 0.132
H 0.591 -1.197 0.486 0.0 -0.5 0.6 0.083
H -0.392 4.431 2.241 0.3 0.3 -0.1 0.092
H 3.092 -4.670 -1.189 0.0 0.1 -0.1 0.101
```
Positions in Å, forces in eV/Å.


3.
The following is a quantum chemistry calculation of a 5-piece molecular cluster, C32H46BF6N4O5 overall at a distorted geometry, from OMol25.

Results
- Max |F|: 1.9 eV/Å
- Charge: -1
- Electronic energy: -2466.4230 hartree
- Molar mass: 691.543 g/mol
- E_HOMO: -5.715 eV
- E_LUMO: 2.2 eV
- Orbital gap: 7.92 eV

Structure (XYZ):
```
94
Properties=species:S:1:pos:R:3:forces:R:3:lowdin_charge:R:1
F 5.270 1.933 3.415 -0.1 -0.7 -0.4 0.122
F 3.168 -0.801 2.664 0.2 0.2 0.0 0.139
F 3.211 0.538 4.389 0.0 -0.1 -0.1 0.094
F 5.679 -0.215 3.562 -0.4 0.7 -0.7 0.148
F -1.194 -0.443 0.580 0.1 0.4 0.2 0.034
F 5.328 0.710 1.584 -0.1 0.0 1.0 0.152
O -1.087 -0.815 -1.622 -0.6 -0.4 0.0 0.035
O 0.416 -1.928 2.234 0.4 -0.7 0.2 0.082
O 1.654 -3.434 1.138 -1.2 1.4 0.1 0.092
O 1.171 -0.392 -2.045 0.0 -0.2 -0.2 0.049
O -0.409 0.869 -3.323 -0.1 -0.4 0.5 -0.035
N -3.789 -2.070 -2.234 -0.1 0.1 0.0 0.044
N 8.071 -2.334 0.413 0.0 -0.1 0.0 -0.004
N 6.322 5.029 3.435 0.0 0.0 0.0 0.008
N -5.341 -4.569 0.711 0.1 -0.1 0.0 0.020
C -2.503 1.945 -2.813 -0.7 0.5 -0.3 -0.352
C -0.360 -0.883 -0.465 -0.2 -0.1 -0.4 -0.459
C 6.721 -3.778 -0.580 0.0 0.0 0.0 -0.110
C -4.825 2.535 -1.930 -0.3 -0.1 -0.7 -0.420
C 5.967 -3.021 0.359 0.0 0.0 0.0 -0.089
C -5.071 -2.121 -1.776 0.0 0.0 0.0 -0.146
C 0.811 0.057 -0.784 -0.3 0.6 0.7 -0.288
C -4.659 -5.233 1.689 0.0 0.0 0.0 -0.143
C 8.014 -3.332 -0.523 0.0 0.0 0.0 -0.154
C -3.547 -3.131 -3.051 0.1 0.0 0.0 -0.124
C 7.483 6.901 3.631 0.0 0.0 0.0 -0.120
C 6.273 5.376 4.755 0.0 0.0 0.0 -0.142
C -6.546 -4.152 1.195 0.0 0.0 0.0 -0.149
C 1.490 1.003 1.429 0.3 0.4 -0.4 -0.167
C -4.695 -3.881 -3.126 0.0 0.0 0.0 -0.119
C -6.638 -4.550 2.504 0.0 0.0 0.0 -0.123
C 6.828 -2.141 0.956 0.1 -0.1 -0.1 -0.134
C 0.743 -2.620 1.105 1.3 -1.3 0.0 -0.478
C -5.668 -3.237 -2.313 -0.1 0.0 0.0 -0.149
C 1.956 0.249 0.196 -0.4 -0.8 -0.3 -0.101
C -2.044 3.393 -2.948 0.0 -0.1 0.5 -0.061
C -5.523 3.819 -2.388 0.2 0.0 0.6 -0.085
C -5.878 1.567 -1.409 0.3 0.1 0.3 -0.091
C 3.441 0.465 3.034 0.0 0.3 0.3 -0.426
C 7.054 5.952 2.742 0.0 0.0 0.0 -0.143
C -0.042 -2.334 -0.151 0.0 -0.2 0.7 0.025
C 6.986 6.535 4.911 0.0 0.0 0.0 -0.119
C 4.958 0.710 2.885 0.4 -0.1 0.1 -0.495
C -1.718 1.053 -3.755 0.3 0.3 -0.2 -0.244
C -4.013 1.873 -3.077 0.2 0.3 1.0 -0.144
C -5.435 -5.239 2.819 0.0 0.0 0.0 -0.124
C 2.609 1.525 2.318 -0.3 -0.2 0.3 -0.071
B -0.142 -0.476 -2.737 0.8 0.8 -1.1 -0.751
H 8.893 -3.636 -1.065 0.0 0.0 0.0 0.098
H -7.233 -3.608 0.570 0.0 0.0 0.0 0.100
H -2.362 1.645 -1.776 0.3 -0.4 0.1 0.136
H -5.010 -4.407 -0.228 -0.1 0.1 0.0 0.113
H -0.963 3.464 -2.947 0.2 0.0 -0.1 0.078
H -4.260 2.408 -3.989 0.0 -0.3 -0.5 0.113
H -1.684 1.572 -4.722 -0.1 0.0 -0.2 0.127
H -2.581 -3.261 -3.508 0.0 0.0 0.0 0.114
H 2.717 0.811 -0.338 0.2 0.1 -0.1 0.133
H -6.684 -3.555 -2.140 0.0 0.0 0.0 0.086
H -3.681 -5.643 1.500 0.0 0.0 0.0 0.104
H -4.144 2.781 -1.122 0.2 0.0 0.2 0.121
H -6.436 1.137 -2.234 -0.2 -0.1 -0.2 0.081
H 0.467 -2.827 -0.964 0.2 0.1 -0.3 0.144
H -5.171 -5.685 3.763 0.0 0.0 0.0 0.083
H 8.084 7.762 3.391 0.0 0.0 0.0 0.085
H -2.246 0.111 -3.936 0.0 -0.2 0.1 0.110
H -6.577 2.057 -0.735 -0.1 0.1 0.1 0.074
H -4.914 4.396 -3.073 0.1 0.1 -0.3 0.063
H 7.206 5.855 1.681 0.0 0.0 0.0 0.104
H 5.738 4.772 5.467 0.0 0.0 0.0 0.106
H -5.398 0.765 -0.858 0.0 -0.2 0.1 0.057
H -4.306 0.828 -3.141 -0.1 -0.2 -0.3 0.098
H 0.964 1.883 1.063 -0.1 0.2 0.1 0.123
H -2.460 3.842 -3.846 0.1 0.1 -0.3 0.075
H -2.404 3.981 -2.105 -0.1 0.2 0.1 0.070
H -5.452 -1.369 -1.108 0.0 0.0 0.0 0.092
H 8.894 -1.821 0.661 0.0 0.0 0.0 0.137
H 0.324 1.042 -0.852 -0.1 0.2 -0.1 0.155
H -3.106 -1.357 -2.006 0.3 -0.1 0.1 0.120
H -7.471 -4.368 3.161 0.0 0.0 0.0 0.082
H 2.373 -0.724 0.441 0.3 -0.1 0.1 0.110
H -6.487 3.580 -2.826 -0.1 0.0 -0.4 0.073
H 3.253 2.207 1.774 0.2 0.0 -0.3 0.121
H -4.822 -4.787 -3.696 0.0 0.0 0.0 0.084
H 6.352 -4.558 -1.224 0.0 0.0 0.0 0.088
H 4.914 -3.114 0.570 0.0 0.0 0.0 0.094
H -0.177 -1.269 -3.674 0.0 -0.4 0.3 0.119
H -5.716 4.459 -1.529 -0.1 0.1 0.1 0.072
H 2.158 2.113 3.110 0.0 0.1 0.2 0.127
H 7.135 7.062 5.839 0.0 0.0 0.0 0.085
H -0.537 -1.888 2.342 -0.3 0.5 -0.4 0.113
H 5.888 4.217 3.037 0.0 -0.1 0.0 0.123
H 6.669 -1.402 1.713 0.0 0.1 0.1 0.079
H 0.760 0.447 1.998 0.0 -0.3 0.2 0.104
H -1.008 -2.826 -0.039 -0.2 -0.1 0.0 0.142
```
Positions in Å, forces in eV/Å.


4.
The following is a quantum chemistry calculation of a 2-piece molecular cluster, C3H11N3 overall at a distorted geometry, from OMol25.

Results
- Max |F|: 3.3 eV/Å
- Charge: 0
- Structure (SMILES): [H]/N=C/N.CCN
- Electronic energy: -285.1248 hartree
- Molar mass: 89.142 g/mol
- E_HOMO: -9.146 eV
- E_LUMO: 1.1 eV
- Orbital gap: 10.28 eV

Structure (XYZ):
```
17
Properties=species:S:1:pos:R:3:forces:R:3:lowdin_charge:R:1
N -0.359 0.346 -1.059 -0.3 -1.0 -0.8 -0.019
N 1.570 -0.464 1.671 2.3 -1.6 0.5 0.056
N 2.919 0.413 -0.105 -1.0 -1.6 1.5 0.049
C 1.982 0.482 0.952 -2.7 1.7 -1.0 -0.421
C -2.290 -0.263 0.334 -1.0 -1.4 -0.1 -0.127
C -1.574 -0.535 -0.976 0.2 1.6 0.4 -0.323
H -1.306 -1.586 -1.004 0.2 0.0 -0.2 0.101
H 0.297 -0.170 -1.647 0.3 0.2 0.3 0.059
H -0.610 1.128 -1.657 0.0 0.2 0.2 0.060
H -3.199 -0.891 0.357 0.1 0.3 -0.1 0.069
H 3.286 -0.528 0.046 0.8 0.3 -0.6 0.077
H -2.228 -0.269 -1.808 -0.2 -0.5 -0.1 0.094
H 0.985 -0.185 2.442 -0.7 0.3 -0.5 0.030
H -1.703 -0.671 1.153 0.3 0.6 0.2 0.059
H -2.629 0.760 0.473 0.4 0.1 0.1 0.066
H 1.236 1.300 0.880 1.3 0.8 0.2 0.100
H 3.622 1.131 -0.054 0.1 0.1 0.0 0.070
```
Positions in Å, forces in eV/Å.


5.
The following is a quantum chemistry calculation of a 2-piece molecular cluster, C2H5NO2S overall at a distorted geometry, from OMol25.

Results
- Max |F|: 1.4 eV/Å
- Charge: 0
- Electronic energy: -682.3898 hartree
- Molar mass: 107.134 g/mol
- E_HOMO (spin up / spin down): -9.015 / -8.656 eV
- E_LUMO (spin up / spin down): -1.6 / -0.2 eV
- Orbital gap (spin up / spin down): 7.43 / 8.46 eV

Structure (XYZ):
```
11
Properties=species:S:1:pos:R:3:forces:R:3:lowdin_charge:R:1
S 1.279 -0.206 -1.668 0.8 0.0 -0.7 0.854
O -0.194 1.779 -0.224 -0.4 -0.2 -0.1 -0.031
O -2.113 0.773 -0.328 -0.7 -0.3 0.3 0.064
N -0.908 0.795 -0.466 0.6 0.8 -0.6 -0.518
C 0.353 -0.597 1.528 0.2 -1.3 0.2 0.067
C -0.272 -0.329 -1.015 1.2 0.1 0.5 -0.478
H -0.467 -0.056 2.012 0.4 -0.3 -0.3 0.023
H -0.716 -1.266 -1.275 -1.1 0.0 0.4 0.075
H 1.395 -0.362 1.796 -0.7 0.3 -0.4 0.021
H 0.217 -1.658 1.231 -0.2 0.9 0.4 0.014
H 1.427 1.126 -1.591 -0.1 0.0 0.2 -0.090
```
Positions in Å, forces in eV/Å.


6.
The following is a quantum chemistry calculation of one molecule with the formula C8H14BrNO at a distorted geometry, from OMol25.

Results
- Max |F|: 2.6 eV/Å
- Charge: 0
- Electronic energy: -3017.1164 hartree
- Molar mass: 220.110 g/mol
- E_HOMO (spin up / spin down): -9.196 / -8.180 eV
- E_LUMO (spin up / spin down): -1.1 / -2.1 eV
- Orbital gap (spin up / spin down): 8.10 / 6.10 eV

Structure (XYZ):
```
25
Properties=species:S:1:pos:R:3:forces:R:3:lowdin_charge:R:1
Br -5.159 0.627 0.073 -0.4 -0.1 0.0 0.765
O -3.430 -1.612 -0.303 0.0 -0.4 0.0 -0.065
N -3.370 0.659 0.052 1.8 0.7 0.2 -0.411
C 0.985 0.571 0.111 -0.1 0.2 -0.1 -0.206
C -2.785 -0.578 -0.120 0.3 -1.3 -0.2 -0.624
C 2.841 2.281 -0.181 -0.3 0.0 -0.1 -0.115
C -1.276 -0.683 -0.100 -2.3 1.1 -0.1 -0.057
C -0.512 0.442 0.445 0.4 0.3 0.1 -0.152
C -0.725 -1.953 -0.577 0.1 -0.4 0.0 -0.192
C 1.344 2.005 -0.291 0.3 -0.2 0.1 -0.269
C 0.128 -2.684 0.471 -0.1 0.1 -0.1 -0.061
H 3.159 2.238 0.859 0.1 0.0 0.0 0.072
H 1.263 -0.104 -0.701 0.1 0.0 0.0 0.108
H 0.455 -3.635 0.060 0.1 -0.1 0.0 0.078
H 3.065 3.274 -0.563 0.1 0.1 0.0 0.068
H -0.471 -2.880 1.356 0.0 -0.1 0.1 0.085
H 1.007 2.187 -1.314 -0.1 0.0 0.0 0.113
H -1.564 -2.586 -0.875 0.2 0.1 0.0 0.112
H 0.816 2.708 0.355 -0.1 0.0 0.0 0.108
H 1.585 0.295 0.979 0.0 -0.1 0.0 0.110
H 3.422 1.557 -0.749 0.1 -0.1 -0.1 0.072
H 1.006 -2.110 0.754 0.1 0.0 0.1 0.063
H -0.624 0.381 1.537 -0.1 0.0 0.0 0.150
H -0.100 -1.754 -1.456 0.0 0.1 0.0 0.132
H -1.061 1.353 0.178 0.1 -0.1 0.1 0.115
```
Positions in Å, forces in eV/Å.